# 1
31
Properties=species:S:1:pos:R:3:mulliken_spin:R:1 method="wB97M-V/def2-TZVPD" e_homo_ev="-3.7 / -8.5" total_charge=0 multiplicity=3 e_lumo_ha="0.0245 / -0.1165" orbital_gap_ev="4.41 / 5.35" s2=2.008
C -2.36849 2.42581 -0.80837 0.440
C 0.21797 2.41517 -2.74332 0.580
C -1.90561 1.98511 0.32493 0.317
C 0.50812 2.07928 -1.50443 0.354
C -0.07686 -2.50786 -0.14436 0.010
C 2.18265 -1.84608 0.77157 0.011
C 0.15711 -2.08306 2.27150 0.011
C -1.60272 0.53640 0.59005 0.098
C 1.09979 0.75267 -1.11698 0.002
C 0.62205 -1.61458 0.88753 -0.014
Si 0.27531 0.28797 0.46450 0.067
Br 1.17626 1.75980 1.91179 0.014
H -2.73114 3.35675 -1.05614 0.040
H -2.32045 1.76521 -1.71491 0.014
H -0.18501 3.32496 -3.02120 -0.027
H 0.30276 1.58919 -3.47098 0.005
H -1.83348 2.61702 1.15632 0.047
H 0.45365 2.67513 -0.67624 0.004
H -1.09529 -2.41430 0.02926 0.003
H 0.05161 -2.27726 -1.32298 -0.002
H 0.04739 -3.61802 -0.04264 0.001
H 2.80610 -1.28112 1.44768 -0.004
H 2.48434 -1.71721 -0.29024 0.002
H 2.54505 -2.87099 1.13050 0.001
H 0.26412 -1.30747 2.97158 -0.003
H -0.87643 -2.27354 2.23766 0.003
H 0.70051 -2.84271 2.76026 -0.001
H -2.04686 -0.08358 -0.10185 -0.032
H -2.07182 0.24636 1.60242 0.022
H 2.19874 0.92151 -0.76359 0.035
H 1.02063 -0.00057 -1.77927 0.005

# 2
33
Properties=species:S:1:pos:R:3:mulliken_spin:R:1 method="wB97M-V/def2-TZVPD" e_homo_ev="-5.4 / -8.3" total_charge=0 multiplicity=11 e_lumo_ha="0.0122 / -0.1059" orbital_gap_ev="5.72 / 5.44" s2=30.030
Fe -0.78921 -0.95231 -2.17127 4.161
Cl -2.11571 -1.53493 -0.48581 0.333
C -0.10705 -2.45294 -3.19953 0.252
C -1.54269 0.01788 -3.70211 0.238
H -0.15457 -2.15541 -4.25872 -0.005
H 0.90834 -2.77249 -2.90399 -0.003
H -0.82227 -3.27630 -2.99410 0.029
H -1.15497 -0.41536 -4.63568 0.003
H -1.33987 1.10244 -3.64804 0.013
H -2.63602 -0.14388 -3.63023 0.024
Ir -0.14801 -0.39797 0.08434 2.445
C 1.19404 -1.77707 0.43302 0.395
C 0.81638 -0.05230 -1.53274 0.747
H 1.39254 -2.34444 -0.49236 -0.008
H 2.07749 -1.21469 0.76633 0.018
H 0.84168 -2.44495 1.23514 0.008
H 0.75603 0.90644 -2.07258 0.073
H 1.68537 -0.67637 -1.79939 0.052
C -0.52170 2.78527 0.25017 0.107
C -0.23573 2.13420 1.53230 0.333
C -0.13079 2.70529 2.82449 0.166
C 0.22689 1.68107 3.72421 0.092
C 0.30504 0.47453 2.98199 0.375
C 0.69705 -0.84098 3.49522 0.009
N -0.02324 0.78127 1.66519 0.081
H -1.58270 3.08084 0.18440 0.029
H -0.27553 2.13977 -0.61468 -0.059
H 0.08059 3.70556 0.18858 0.021
H -0.26270 3.77022 2.99823 0.005
H 0.44258 1.72521 4.78334 0.007
H 1.56056 -1.26434 2.96800 0.025
H 0.97754 -0.70975 4.54991 0.000
H -0.11933 -1.58352 3.47636 0.033

# 3
46
Properties=species:S:1:pos:R:3:mulliken_spin:R:1 method="wB97M-V/def2-TZVPD" e_homo_ev="-1.8 / -1.8" total_charge=-2 multiplicity=2 e_lumo_ha="0.1633 / 0.1633" orbital_gap_ev="6.21 / 6.22" s2=1.039
Fe -0.49724 0.12801 0.20819 1.437
C -1.68681 3.08516 -3.88495 0.000
C -0.21468 2.91658 -3.87580 0.000
N 0.58698 3.20129 -4.84806 0.000
N 1.82565 2.88949 -4.34672 0.000
C 1.81829 2.39960 -3.08675 0.000
S 3.12432 1.94000 -2.18659 -0.001
N 0.48048 2.44145 -2.78159 -0.002
N -0.11171 2.00410 -1.59280 0.003
H -1.97966 3.55930 -4.81877 0.000
H -2.01371 3.69823 -3.04327 0.000
H -2.15784 2.10486 -3.80393 0.000
H 2.64993 2.95751 -4.91190 0.000
H -0.98481 1.54777 -1.85894 0.004
H -0.30308 2.79725 -0.98654 -0.003
O 1.12026 -0.97717 5.61809 0.000
C 1.50767 -2.01039 4.70651 -0.002
C 1.02609 -1.70161 3.28940 -0.005
C 1.55399 -2.82864 2.39657 0.005
O 2.96736 -2.79284 2.23535 0.001
C 1.57942 -0.33065 2.87275 0.009
Se 1.76611 0.00032 0.93948 -0.086
C -0.50142 -1.69942 3.28418 0.009
Se -1.46746 -1.54081 1.57450 -0.210
H 1.61059 -1.10419 6.43517 0.000
H 1.07919 -2.96966 5.03043 0.001
H 2.59921 -2.10562 4.67819 0.001
H 1.04863 -2.76274 1.43214 0.000
H 1.30919 -3.79908 2.84509 0.000
H 3.11900 -2.09312 1.57717 0.000
H 2.58711 -0.21360 3.27650 -0.003
H 0.96536 0.45424 3.31176 0.000
H -0.85935 -0.91157 3.94536 0.001
H -0.86582 -2.65193 3.68639 -0.010
S -3.74340 3.07048 1.26613 -0.008
C -2.56814 1.98375 0.84201 0.016
S -0.98884 1.87282 1.56470 -0.102
S -2.75220 0.73427 -0.34757 -0.056
C -2.36798 -2.07933 -2.39832 0.003
S -0.82741 -1.26797 -2.77853 0.000
O -0.05599 -2.19467 -3.57706 -0.002
O -1.18234 -0.02289 -3.45523 0.000
O -0.22273 -1.01771 -1.45759 0.002
H -2.80515 -2.41831 -3.33583 0.000
H -3.02514 -1.37274 -1.89434 0.000
H -2.14191 -2.91978 -1.74501 0.000

# 4
32
Properties=species:S:1:pos:R:3:mulliken_charge:R:1 method="wB97M-V/def2-TZVPD" e_homo_ev=-11.3 total_charge=+1 e_lumo_ha=-0.1333 orbital_gap_ev=7.67
C -3.09892 3.68334 2.74524 -0.853
C -2.20895 3.17814 1.88182 -0.097
C -2.22926 1.85088 1.38461 0.044
C -1.17669 1.22780 0.83737 -0.555
C -1.60626 -0.98144 1.11479 -0.205
C 2.91207 -1.48756 0.60213 -1.118
C 0.65558 0.38217 -1.80618 -2.042
C -0.16161 -2.25351 -2.46129 -1.048
C 1.77587 -0.37680 0.36782 -0.479
C 0.86984 -0.67939 -0.81569 1.114
N -1.03655 -0.09114 0.41168 -0.258
N 0.44842 -1.88049 -1.17530 -0.199
O -1.65656 -2.28927 0.81654 -0.480
H -2.95577 4.56998 3.25883 0.318
H -3.87764 3.01873 3.01584 0.242
H -1.50944 3.75033 1.39154 0.337
H -3.18306 1.31422 1.63802 0.355
H -0.35800 1.81805 0.46562 0.192
H -1.85679 -0.80918 2.11533 0.566
H 3.35289 -1.37985 1.61607 0.347
H 2.55785 -2.41567 0.29084 0.338
H 3.77073 -1.09818 0.03233 0.344
H 1.42516 0.14454 -2.56949 0.439
H -0.25936 0.34554 -2.35374 0.509
H 0.85164 1.31966 -1.51411 0.562
H -0.77301 -3.17914 -2.36320 0.385
H -0.78024 -1.43945 -2.83056 0.377
H 0.82772 -2.60787 -3.11795 0.317
H 1.09905 -0.18750 1.28639 0.276
H 2.30683 0.55120 0.09719 0.395
H 0.47739 -2.74116 -0.47961 0.482
H -1.69579 -2.23364 -0.24149 0.398

# 5
32
Properties=species:S:1:pos:R:3:mulliken_charge:R:1 method="wB97M-V/def2-TZVPD" e_homo_ev=-6.8 smiles="CN[P@]1(C)=NC(C)=C(C)C(C)=C1C" total_charge=0 e_lumo_ha=0.0327 orbital_gap_ev=7.70
C 1.55742 -0.17132 0.57492 1.316
C 0.68524 -1.07171 -0.02648 1.165
C 1.12826 1.12238 0.98983 0.409
C -0.57853 -0.77255 -0.37858 -0.139
C 3.02305 -0.47496 0.78925 -2.480
C 1.21317 -2.43136 -0.55671 -1.513
C 2.00953 2.23615 1.52414 -1.256
C -1.50494 -1.70745 -1.10761 -1.753
C -1.43747 1.87676 -1.93555 -0.749
C -2.74418 0.16414 1.52056 -1.369
N -0.20270 1.36979 1.15897 -0.699
N -2.31405 1.26882 -0.89000 -0.365
P -1.38242 0.62031 0.38302 0.656
H 3.63209 0.17671 1.25383 0.501
H 3.54807 -0.48801 -0.30253 0.254
H 3.08776 -1.37928 1.25701 0.501
H 0.65087 -3.31992 -0.21783 0.301
H 2.30106 -2.58477 -0.45965 0.396
H 1.18260 -2.43643 -1.68932 0.334
H 2.73923 1.65052 2.08638 0.376
H 1.47827 2.85745 2.20686 0.363
H 2.31140 2.84902 0.71025 0.257
H -1.13480 -1.94034 -2.07715 0.384
H -2.51699 -1.21308 -1.05150 0.401
H -1.52399 -2.71043 -0.56946 0.331
H -0.74208 2.75750 -1.66278 0.213
H -0.88172 0.95861 -2.16699 0.344
H -2.02246 2.23050 -2.75209 0.350
H -3.30243 1.04634 1.75552 0.434
H -3.36177 -0.56861 1.10367 0.423
H -2.34407 -0.26297 2.42305 0.335
H -3.01965 1.87845 -0.45022 0.280

# 6
36
Properties=species:S:1:pos:R:3:mulliken_charge:R:1 method="wB97M-V/def2-TZVPD" e_homo_ev=-9.8 smiles="CC(C)C[C@H](N)C(=O)N[C@@H](CC(N)=O)C(=O)O" total_charge=0 e_lumo_ha=0.0180 orbital_gap_ev=10.24
C -0.44522 -1.66767 -0.67125 0.174
C 0.85248 -1.21167 -0.09553 0.283
C -1.28785 -0.44836 -0.69060 -0.769
C -2.38632 -0.01764 0.18939 1.042
C -2.59617 1.54089 0.30459 -1.074
C -3.64897 -0.80838 -0.18035 -1.731
C 2.87847 0.23122 -0.43482 -0.249
C 3.97996 -0.70240 -0.08040 0.205
C 2.36342 1.30742 0.66352 -0.446
C 1.38129 2.28337 -0.04773 0.489
H -0.27275 -2.96633 0.81854 0.279
H -1.14227 -3.74161 -0.40482 0.245
H -0.11193 -2.01875 -1.70636 0.293
H -0.64187 0.46484 -0.94002 0.201
H -1.93764 -0.85187 -1.52376 0.327
H -2.19399 -0.37478 1.27666 0.149
H -1.68603 2.06375 0.59966 -0.090
H -3.30564 1.67640 1.09019 0.467
H -3.00831 1.91834 -0.59682 0.434
H -4.09747 -0.46748 -1.19000 0.328
H -4.26132 -0.67251 0.66968 0.503
H -3.46453 -1.86398 -0.17084 0.371
H 1.42732 -0.31521 -1.83976 0.270
H 3.36181 0.79076 -1.28796 0.506
H 3.26976 1.76319 1.32645 0.310
H 1.71955 0.83248 1.45111 0.217
H 0.15579 2.43186 1.72072 0.242
H -0.18917 3.51527 0.28879 0.286
H 2.80004 -1.07337 1.41283 0.475
N -0.98060 -2.81033 0.05359 -0.603
N 1.70313 -0.46535 -0.91731 -0.136
N 0.26361 2.70917 0.71427 -0.470
O 1.25911 -1.37447 1.06193 -0.813
O 5.13492 -0.67969 -0.58833 -0.609
O 1.51142 2.51553 -1.22000 -0.607
O 3.59599 -1.51262 0.94473 -0.501

The records above give, respectively, calculated total energy values of -88592.2017, -61905.8859, -246135.2457, -15695.8322, -22945.7182, -23336.9982 eV.